DFT (the ωB97M-V functional and the def2-TZVPD basis) results for a 7-piece molecular cluster, C15H32BBrCl13N3O4P overall at a distorted geometry.

The geometry in XYZ format:
```
70
Properties=species:S:1:pos:R:3:lowdin_charge:R:1
C -3.5155 2.8268 2.2661 -0.087
C -2.6832 1.5659 2.6162 -0.121
B -1.9307 1.0062 1.3682 -0.576
O -2.5122 0.2111 0.4333 0.109
N -0.3536 1.2158 1.1830 -0.132
O 0.0545 2.2352 2.0847 0.044
C 0.3062 -0.1126 1.4905 0.013
C 1.4218 -0.6070 0.5467 -0.263
C 2.8312 -0.3439 1.0957 -0.212
N 3.2407 -1.4623 1.9424 0.028
O 1.3193 -0.1171 -0.7882 -0.180
C 0.0956 0.5243 -1.1225 -0.496
P 0.3271 0.9882 -2.9576 0.612
O -1.1944 1.2581 -3.4133 -0.411
Cl 0.5548 -0.9487 -3.5542 0.328
C -0.0117 1.7501 -0.2113 -0.633
Br -1.5198 2.8767 -0.6762 1.070
C 1.3158 2.5339 -0.2066 -0.157
C 1.2276 4.0378 -0.1400 -0.290
N 1.4954 4.8237 -1.0868 0.133
H -2.9024 3.6244 1.8449 0.055
H -4.3085 2.5621 1.5598 0.087
H -4.0052 3.1892 3.1736 0.086
H -2.0691 1.7571 3.5013 0.103
H -3.3956 0.7790 2.9091 0.120
H -3.1209 -0.3964 0.8876 0.065
H 0.0645 1.8251 2.9657 0.135
H 0.7135 -0.0662 2.5062 0.152
H -0.5000 -0.8505 1.5088 0.142
H 1.2956 -1.6983 0.5336 0.159
H 3.4936 -0.1655 0.2429 0.107
H 2.8376 0.5602 1.7173 0.118
H 3.8195 -2.1136 1.4221 0.086
H 3.7975 -1.1260 2.7200 0.013
H -0.7469 -0.1680 -1.0075 0.122
H -1.7878 0.4835 -3.4074 -0.040
H 1.9215 2.1767 0.6283 0.114
H 1.8568 2.2670 -1.1215 0.087
H 0.9255 4.4736 0.8158 0.110
H 1.7735 4.3211 -1.9356 0.054
C -4.1403 -0.7748 -4.6536 -0.985
Cl -3.8566 -0.6402 -2.9018 0.527
Cl -2.8408 -1.6595 -5.4470 0.532
H -5.0728 -1.3059 -4.8048 -0.025
H -4.1858 0.2273 -5.0637 0.036
C -6.5331 -3.7755 -2.8210 -1.055
Cl -7.3740 -2.5370 -3.7665 0.556
Cl -5.1053 -4.4011 -3.6464 0.547
H -6.2122 -3.3285 -1.8859 -0.098
H -7.2207 -4.5947 -2.6480 0.038
C 4.0276 -2.6453 5.6040 -1.029
Cl 4.2618 -0.8979 5.3730 0.499
Cl 4.4705 -3.1595 7.2267 0.534
H 2.9803 -2.8686 5.4402 0.023
H 4.6555 -3.1648 4.8897 0.026
C -6.6801 -2.5277 -0.0022 -0.976
Cl -5.3571 -1.3586 0.2128 0.554
Cl -6.1605 -4.1808 0.3033 0.599
H -7.4670 -2.2724 0.6970 0.042
H -7.0230 -2.4452 -1.0261 -0.024
C 4.5705 0.7998 -2.6420 -1.065
Cl 3.8089 2.0302 -3.6601 0.508
Cl 5.9465 0.0224 -3.4169 0.532
H 4.9201 1.2855 -1.7384 -0.022
H 3.8257 0.0415 -2.4211 0.007
C 8.4491 -0.2366 0.0409 -1.005
Cl 8.5684 -1.9070 0.5867 0.518
Cl 6.7898 0.3821 0.1790 0.496
H 9.0878 0.3817 0.6597 0.028
H 8.7350 -0.1858 -1.0030 0.026
```

Values from the calculation:
- net charge = +1
- HOMO (eV) = -12.08
- calculated total energy (eV) = -271527.456
- E_LUMO (eV) = -2.7
- 2S+1 = 1
- Kohn-Sham gap (eV) = 9.3507


DFT (the ωB97M-V functional and the def2-TZVPD basis) results for C15H32ClIP3Pr as an isolated structure at a distorted geometry.

The geometry in XYZ format:
```
53
Properties=species:S:1:pos:R:3:lowdin_charge:R:1
C -5.5307 -4.3170 -1.2412 -0.449
I -3.5810 -3.3992 -0.9656 0.822
H -6.2737 -3.6546 -0.7942 0.014
H -5.5138 -5.2928 -0.7403 0.020
H -5.6942 -4.4319 -2.3187 0.018
Pr -1.1265 -0.5565 -0.2647 0.131
P -1.1170 -1.3473 2.1669 0.535
C -0.2702 -2.8477 2.2397 -0.228
C -0.3310 -0.1162 3.1515 -0.248
H -0.4077 -0.5102 4.1633 0.069
H -2.7124 -1.8249 3.7160 0.074
H -0.8282 0.8614 3.0796 0.059
H -3.3561 -0.5837 2.5859 0.059
H 0.7796 -2.7546 1.9187 0.077
H 0.7312 0.0129 2.8755 0.030
C -2.7854 -1.5220 2.6700 -0.237
H -0.3155 -3.1234 3.2903 0.077
H -3.3113 -2.2979 2.0891 0.032
H -0.7476 -3.6261 1.6235 0.074
P -1.3961 0.7262 -2.5080 0.570
C -0.6143 -0.1940 -3.7444 -0.228
C -3.0995 0.9115 -2.8053 -0.231
H -1.0890 2.8969 -1.5123 0.062
H -0.8312 2.7908 -3.2826 0.072
H 0.4408 2.2419 -2.1528 0.055
C -0.6439 2.3100 -2.3320 -0.226
H -3.6188 1.4542 -1.9994 0.061
H -3.1409 1.4856 -3.7332 0.076
H -0.7763 0.3927 -4.6412 0.075
H -1.0651 -1.1946 -3.8605 0.087
H -3.6013 -0.0613 -2.9447 0.071
H 0.4613 -0.3262 -3.5656 0.056
Cl -2.4764 1.5113 0.7112 0.153
C 0.8519 2.2518 0.4605 -0.287
P 1.5625 0.5726 0.4190 0.905
C 1.7506 -0.2737 -1.2168 -0.250
C 3.1965 1.1868 0.8078 -0.372
C 4.2177 0.2001 0.9097 -0.101
C 5.5169 0.5625 1.1884 -0.074
C 5.8755 1.8893 1.3816 -0.045
C 4.8915 2.8737 1.2963 -0.058
C 3.5869 2.5175 1.0205 -0.093
H -0.2629 2.1627 0.1762 -0.047
H 1.2915 2.9381 -0.2454 0.054
H 0.8263 2.5868 1.4954 0.080
H 2.0580 0.4113 -1.9970 0.069
H 2.4766 -1.0736 -1.0972 0.067
H 0.7956 -0.8290 -1.4973 -0.025
H 3.9609 -0.8588 0.7519 0.105
H 6.2954 -0.2191 1.2540 0.127
H 6.9077 2.1751 1.5958 0.124
H 5.1579 3.9325 1.4457 0.129
H 2.8846 3.3802 0.9760 0.111
```

Values from the calculation:
- net charge = +2
- HOMO (spin up / spin down) (eV) = -14.08 / -13.91
- calculated total energy (eV) = -78616.511
- E_LUMO (spin up / spin down) (eV) = -6.6 / -6.5
- 2S+1 = 3
- Kohn-Sham gap (spin up / spin down) (eV) = 7.4921 / 7.3888


DFT (the ωB97M-V functional and the def2-TZVPD basis) results for one molecule with the formula C15H32FN5O7P2S at a distorted geometry.

The geometry in XYZ format:
```
63
Properties=species:S:1:pos:R:3:lowdin_charge:R:1
C -1.8852 3.8435 -0.1113 -0.086
N -1.8414 2.9033 1.0113 -0.168
C -2.5283 3.5329 2.1539 -0.064
C -0.4792 2.6198 1.4077 -0.386
O 0.3349 3.5187 1.6394 0.105
C -0.1310 1.1555 1.5806 -0.069
C -0.0957 0.2559 0.3227 -0.280
C 0.6582 1.0450 -0.7556 -0.166
C 2.0517 1.5950 -0.4485 -0.156
C 2.3437 2.7417 -1.4171 -0.186
F 3.7143 2.8457 -1.6431 -0.054
C -1.4845 -0.2263 -0.2463 -0.505
S -2.1947 0.6505 -1.7446 0.844
C -2.7253 -0.0920 0.6793 -0.224
O -3.3951 -1.3300 0.9414 -0.109
N -4.3581 -1.5709 -0.0345 -0.039
O -4.8776 -2.6001 0.1272 0.085
C -1.1817 -1.6806 -0.7059 -0.413
P -0.8771 -1.9938 -2.5475 0.869
C -0.1898 -3.6879 -2.4834 -0.260
O -2.4037 -2.3556 -3.1089 -0.340
O -0.0473 -2.1215 0.0281 -0.180
C 0.5458 -1.0974 0.8061 -0.449
C 2.0715 -1.2777 0.7772 -0.110
C 2.7155 -1.9789 -0.4324 -0.616
N 4.1996 -1.7223 -0.2487 0.069
N 2.2569 -1.5003 -1.7249 0.098
N 2.5415 -3.4174 -0.3926 0.093
P 0.1713 -1.8243 2.5346 0.980
O 1.0742 -0.9020 3.5735 -0.273
O -1.3648 -1.3669 2.9185 -0.269
H -1.5903 3.3770 -1.0417 0.044
H -1.2904 4.7413 0.0750 0.091
H -2.9192 4.1596 -0.2269 0.090
H -2.1667 4.5564 2.2856 0.091
H -3.5890 3.5991 1.9303 0.088
H -2.3707 2.9686 3.0677 0.089
H -0.8024 0.7782 2.3502 0.095
H 0.8702 1.1438 2.0067 0.115
H 0.7364 0.4048 -1.6349 0.087
H 0.0535 1.8901 -1.0787 0.075
H 2.8467 0.8731 -0.5981 0.079
H 2.1595 2.0021 0.5525 0.108
H 1.8209 2.6174 -2.3639 0.122
H 2.0298 3.6769 -0.9522 0.122
H -1.1692 0.8477 -2.5774 -0.117
H -3.4580 0.5720 0.2311 0.074
H -2.4853 0.3201 1.6436 0.091
H -1.9735 -2.3813 -0.4297 0.118
H 0.4199 -3.8728 -1.6061 0.010
H 0.3753 -3.8288 -3.3999 0.027
H -1.0143 -4.4022 -2.5166 0.041
H -3.0500 -1.8789 -2.5791 0.000
H 2.5933 -0.3598 1.0235 0.107
H 2.3239 -1.9383 1.6110 0.082
H 4.6109 -1.8625 -1.1665 0.071
H 4.3371 -0.7308 -0.0794 0.054
H 2.6503 -0.6049 -1.9615 0.067
H 2.4784 -2.1942 -2.4239 0.082
H 2.1459 -3.7114 0.4889 0.078
H 3.4567 -3.8414 -0.4431 0.079
H 0.7589 0.0083 3.6058 0.034
H -1.4073 -0.8908 3.7511 0.066
```

Values from the calculation:
- HOMO (eV) = -7.78
- calculated total energy (eV) = -69984.285
- E_LUMO (eV) = 0.1
- 2S+1 = 1
- Kohn-Sham gap (eV) = 7.8855


DFT (the ωB97M-V functional and the def2-TZVPD basis) results for a 4-piece molecular cluster, C15H32FO15P3 overall at a distorted geometry.

The geometry in XYZ format:
```
66
Properties=species:S:1:pos:R:3:lowdin_charge:R:1
C 2.1157 2.4476 -0.4992 -0.096
C 1.1946 1.2166 -0.0164 -0.170
C -0.3849 1.5106 -0.0373 -0.028
C -1.0332 2.1387 1.0649 -0.036
F -0.5127 2.6093 2.2925 0.063
C -2.5664 2.1678 0.5998 -0.283
O -3.4747 2.2248 1.4546 0.108
O -2.6122 2.0639 -0.8209 0.085
C -1.4978 1.1736 -1.1349 -0.253
O -1.4814 0.3184 -2.0433 0.132
H 2.6717 2.0946 -1.4494 0.084
H 2.9342 2.5997 0.3050 0.086
H 1.5565 3.4276 -0.6748 0.084
H 1.3775 0.2793 -0.6646 0.114
H 1.4730 0.9449 1.0602 0.120
C -0.8279 6.0462 6.5204 -0.114
O 0.1658 6.0999 5.5138 -0.203
P -0.1534 6.5761 4.0164 0.400
O 1.0463 7.0286 3.2806 -0.232
O -1.2968 7.6901 4.1647 -0.239
C -0.9111 8.9722 4.6395 -0.096
O -0.8893 5.3383 3.3212 -0.208
C -2.1922 4.9331 3.6964 -0.108
H -0.6535 6.8566 7.2326 0.091
H -1.8392 6.1409 6.1240 0.076
H -0.7431 5.0952 7.0490 0.094
H 0.1625 9.1418 4.5369 0.089
H -1.1925 9.0637 5.6911 0.086
H -1.4448 9.7308 4.0648 0.093
H -2.8255 5.7844 3.9530 0.086
H -2.1380 4.2394 4.5380 0.095
H -2.6479 4.4166 2.8501 0.076
C -0.6418 -4.8037 0.4130 -0.095
O 0.2550 -4.1937 -0.4988 -0.252
P 1.3296 -3.0957 -0.0415 0.414
O 2.4569 -2.9554 -0.9880 -0.227
O 1.7615 -3.5219 1.4414 -0.235
C 2.6326 -4.6363 1.5810 -0.090
O 0.5018 -1.7417 0.1560 -0.219
C -0.4261 -1.5784 1.2082 -0.094
H -0.3343 -5.8403 0.5708 0.097
H -0.6747 -4.2982 1.3783 0.079
H -1.6429 -4.8008 -0.0220 0.100
H 3.1590 -4.8645 0.6522 0.090
H 2.0514 -5.5079 1.8904 0.088
H 3.3663 -4.4091 2.3558 0.095
H -0.1017 -2.0762 2.1239 0.092
H -1.4037 -1.9574 0.9030 0.101
H -0.5158 -0.5127 1.4192 0.068
C 2.1965 -5.1074 -5.8768 -0.113
O 1.1001 -5.9767 -6.0933 -0.206
P -0.4104 -5.5516 -5.7635 0.398
O -1.4145 -6.3563 -6.4919 -0.236
O -0.4793 -3.9786 -6.0653 -0.238
C -0.5127 -3.5684 -7.4245 -0.097
O -0.5479 -5.6599 -4.1745 -0.193
C 0.1198 -4.7660 -3.2990 -0.104
H 2.5699 -4.7620 -6.8443 0.090
H 1.9363 -4.2383 -5.2721 0.078
H 2.9918 -5.6614 -5.3755 0.094
H -0.8146 -4.3793 -8.0904 0.088
H 0.4784 -3.2123 -7.7151 0.086
H -1.2247 -2.7475 -7.5226 0.092
H 0.1671 -3.7547 -3.7081 0.093
H 1.1267 -5.1324 -3.0891 0.096
H -0.4349 -4.7247 -2.3657 0.067
```

Values from the calculation:
- HOMO (eV) = -10.35
- calculated total energy (eV) = -77374.025
- E_LUMO (eV) = -1.1
- 2S+1 = 1
- Kohn-Sham gap (eV) = 9.2595